Entry 1:
This record from OMol25 describes a cluster of 3 separate species, C3H14N2O2 in total. The level of theory is ωB97M-V/def2-TZVPD.

Last column: Löwdin charge in e.
Positions of all 21 atoms, in Å:
C (1.72554, 0.47250, -0.92516)  -0.13
N (0.81744, -0.28096, -0.07196)  -0.15
C (-0.30749, -0.99238, -0.63995)  -0.28
C (-1.04121, -1.85409, 0.34984)  -0.25
N (-1.90866, -1.00746, 1.22728)  -0.03
H (2.48396, -0.25536, -1.25983)  0.08
H (1.17807, 0.65082, -1.85366)  0.07
H (2.23480, 1.32366, -0.48832)  0.07
H (1.37583, -1.00372, 0.39541)  0.10
H (0.05088, -1.56085, -1.54469)  0.12
H (-0.99796, -0.21190, -0.99051)  0.11
H (-0.37119, -2.35447, 1.08327)  0.12
H (-1.69446, -2.45065, -0.27108)  0.10
H (-2.65751, -1.65022, 1.47090)  0.07
H (-2.30996, -0.18111, 0.78933)  0.07
O (0.05357, 4.18673, -2.24361)  -0.06
H (0.34021, 3.37000, -1.83235)  0.01
H (0.81088, 4.65405, -2.62444)  0.04
O (0.33989, -0.48726, 3.25096)  -0.08
H (-0.47197, -0.83410, 2.86620)  -0.02
H (0.34933, 0.46676, 3.31239)  0.03

Relative energy (zero: lowest compared OMol25 entry of this formula, charge and spin), kJ/mol: 152.9
Gap between HOMO and LUMO, eV: 9.37
Total charge: 0
HOMO, eV: -8.59
LUMO level, eV: 0.78
SMILES: CNCCN.O.O
Total energy, eV: -10412.2065

---

Entry 2:
This record from OMol25 describes a cluster of 3 separate species, C3H14N2O2 in total. The level of theory is ωB97M-V/def2-TZVPD.

Last column: Löwdin charge in e.
Positions of all 21 atoms, in Å:
C (0.70827, -2.37672, -0.73728)  -0.09
C (1.32416, -1.17683, -0.01935)  -0.33
N (1.55480, -0.08356, -0.91528)  -0.09
C (2.05063, 1.11950, -0.31313)  -0.34
N (2.17863, 2.22226, -1.27193)  0.00
H (0.14672, -3.00259, -0.05027)  0.07
H (0.02526, -1.97519, -1.46572)  0.07
H (1.50252, -2.99715, -1.15203)  0.07
H (2.23512, -1.46976, 0.53577)  0.11
H (0.67954, -0.90565, 0.82233)  0.11
H (2.14336, -0.33904, -1.69538)  0.12
H (1.36746, 1.46805, 0.46993)  0.11
H (3.01739, 0.93922, 0.18300)  0.11
H (1.96219, 3.06916, -0.79802)  0.05
H (1.79024, 2.05845, -2.17915)  0.06
O (-4.21488, -1.34712, 0.86733)  -0.07
H (-4.40547, -0.45873, 0.52951)  0.02
H (-4.38328, -1.16947, 1.80448)  0.03
O (-3.40816, 1.91666, 1.53997)  -0.02
H (-2.51030, 1.86781, 1.86075)  0.04
H (-3.76421, 2.64071, 1.98444)  0.00

Relative energy (zero: lowest compared OMol25 entry of this formula, charge and spin), kJ/mol: 123.5
Gap between HOMO and LUMO, eV: 9.11
Total charge: 0
HOMO, eV: -8.61
LUMO level, eV: 0.50
SMILES: CCNCN.O.O
Total energy, eV: -10412.5111

---

Entry 3:
This record from OMol25 describes a cluster of 3 separate species, C3H14N2O2 in total. The level of theory is ωB97M-V/def2-TZVPD.

Last column: Löwdin charge in e.
Positions of all 21 atoms, in Å:
N (-1.17755, 0.14346, -0.25403)  0.00
C (-0.49032, -0.50927, 0.88363)  -0.31
C (0.95228, -0.14621, 1.06365)  -0.22
C (1.64799, -0.66459, 2.33847)  -0.32
N (3.05784, -0.44676, 2.26079)  -0.02
H (-0.81512, 1.06898, -0.42622)  0.06
H (-1.04466, -0.44107, -1.06879)  0.03
H (-0.69387, -1.55865, 0.63209)  0.11
H (-1.16828, -0.53708, 1.76090)  0.11
H (1.53957, -0.56867, 0.23042)  0.11
H (1.14813, 0.92553, 0.99764)  0.11
H (1.43712, -1.74348, 2.44549)  0.11
H (1.11891, -0.16571, 3.14623)  0.11
H (3.66896, -0.48450, 3.06616)  0.07
H (3.51138, -0.98751, 1.53893)  0.06
O (-1.18795, -0.69838, -3.59397)  -0.02
H (-1.38688, -1.56225, -3.29851)  0.01
H (-0.60696, -0.67330, -4.33429)  0.02
O (-2.98573, 2.70966, -2.42430)  -0.05
H (-3.58930, 2.91524, -3.14555)  0.03
H (-2.93555, 3.42456, -1.81875)  0.01

Relative energy (zero: lowest compared OMol25 entry of this formula, charge and spin), kJ/mol: 141.1
Gap between HOMO and LUMO, eV: 9.49
Total charge: 0
HOMO, eV: -8.63
LUMO level, eV: 0.86
SMILES: NCCCN.O.O
Total energy, eV: -10412.3288

---

Entry 4:
This record from OMol25 describes a cluster of 3 separate species, C3H14N2O2 in total. The level of theory is ωB97M-V/def2-TZVPD.

Last column: Löwdin charge in e.
Positions of all 21 atoms, in Å:
C (0.87018, -1.80118, 1.40838)  -0.13
N (0.50026, -0.77010, 0.37683)  -0.14
C (-0.34627, 0.38853, 0.89963)  -0.24
C (-1.10208, 1.28223, -0.06231)  -0.26
N (-0.35738, 1.57954, -1.29894)  -0.01
H (1.35983, -1.40324, 2.41938)  0.11
H (-0.06033, -2.36089, 1.64636)  0.06
H (1.59549, -2.47582, 0.93807)  0.07
H (1.32869, -0.40164, -0.03020)  0.05
H (0.42233, 0.92402, 1.52994)  0.12
H (-1.06652, -0.00828, 1.73671)  0.14
H (-1.31307, 2.15767, 0.56303)  0.12
H (-2.02038, 0.67103, -0.36495)  0.12
H (-0.75178, 2.44036, -1.65081)  0.08
H (-0.58928, 0.90265, -2.04169)  0.10
O (-1.98222, -1.96877, -1.09192)  -0.16
H (-1.95562, -2.55423, -0.25075)  0.07
H (-1.19953, -1.27784, -0.96139)  0.04
O (2.38956, 1.33032, -1.01948)  -0.11
H (1.39769, 1.47670, -1.11373)  -0.01
H (2.88043, 1.86896, -1.63214)  0.01

Relative energy (zero: lowest compared OMol25 entry of this formula, charge and spin), kJ/mol: 151.7
Gap between HOMO and LUMO, eV: 9.75
Total charge: 0
HOMO, eV: -8.97
LUMO level, eV: 0.78
SMILES: CNCCN.O.O
Total energy, eV: -10412.2192

---

Entry 5:
This record from OMol25 describes a structure of composition C3H14N2O2. The level of theory is ωB97M-V/def2-TZVPD.

Last column: Löwdin charge in e.
Positions of all 21 atoms, in Å:
N (-1.48261, 0.42307, 0.51499)  0.04
C (-0.74760, 0.94321, -0.59715)  -0.02
C (0.84920, 1.83819, 0.00258)  -0.13
C (-0.46504, 2.44907, -0.47329)  -0.10
N (-1.22905, -2.60154, 0.20877)  -0.08
H (-2.42457, 0.20229, 0.23721)  0.10
H (-0.43506, -1.86654, 0.31270)  -0.03
H (-0.46904, 0.19925, -1.39812)  0.17
H (1.54217, 1.31913, -0.69731)  0.10
H (0.84973, 1.15556, 0.85445)  0.09
H (1.61087, 2.60352, 0.31350)  0.15
H (-0.77461, 3.13338, 0.29490)  0.12
H (-0.21540, 3.03908, -1.42083)  0.14
H (-1.23490, -3.65334, 0.19504)  0.01
H (-2.12074, -2.49635, 0.86272)  0.04
H (0.64560, -2.10283, 1.32267)  -0.13
H (-0.88454, -0.34157, 0.98035)  0.07
O (0.86442, -1.24024, 1.21975)  -0.39
H (1.51238, -0.95886, -0.26700)  -0.01
H (2.75829, -0.85624, -1.23722)  0.01
O (1.85052, -1.18823, -1.22870)  -0.16

Relative energy (zero: lowest compared OMol25 entry of this formula, charge and spin), kJ/mol: 647.5
Gap between HOMO and LUMO, eV: 6.23
Total charge: 0
HOMO, eV: -8.03
LUMO level, eV: -1.80
Total energy, eV: -10407.0799

---

Entry 6:
This record from OMol25 describes a cluster of 3 separate species, C3H14N2O2 in total. The level of theory is ωB97M-V/def2-TZVPD.

Last column: Löwdin charge in e.
Positions of all 21 atoms, in Å:
C (0.60644, -1.77732, -2.12432)  -0.11
C (-0.02735, -1.40027, -0.77769)  -0.25
N (0.52439, -0.01193, -0.51055)  -0.10
C (0.63997, 0.18147, 0.91880)  -0.37
N (1.55007, 1.23630, 1.38827)  0.00
H (1.67813, -1.91617, -1.94201)  0.07
H (0.25132, -2.75402, -2.46398)  0.07
H (0.50422, -1.00042, -2.89913)  0.08
H (0.24516, -1.97103, 0.11206)  0.09
H (-1.11121, -1.32382, -0.85192)  0.10
H (1.40191, 0.14746, -0.98992)  0.08
H (-0.38008, 0.47894, 1.18303)  0.11
H (0.95724, -0.69234, 1.49011)  0.10
H (1.15547, 2.12349, 1.08819)  0.06
H (2.43478, 1.10289, 0.90379)  0.06
O (-3.05180, -1.77296, 4.21667)  -0.05
H (-2.54763, -1.30151, 3.55263)  0.02
H (-2.61735, -1.64026, 5.05500)  0.03
O (-1.07092, 4.33152, -2.42472)  -0.05
H (-0.16550, 4.54956, -2.23005)  0.02
H (-0.97726, 3.41041, -2.69425)  0.03

Relative energy (zero: lowest compared OMol25 entry of this formula, charge and spin), kJ/mol: 131.5
Gap between HOMO and LUMO, eV: 9.74
Total charge: 0
HOMO, eV: -9.10
LUMO level, eV: 0.65
SMILES: CCNCN.O.O
Total energy, eV: -10412.4285

---

Entry 7:
This record from OMol25 describes a cluster of 3 separate species, C3H14N2O2 in total. The level of theory is ωB97M-V/def2-TZVPD.

Last column: Löwdin charge in e.
Positions of all 21 atoms, in Å:
N (0.95181, 0.92935, -0.19117)  -0.01
C (-0.47026, 0.62104, -0.44308)  -0.28
C (-0.63267, -0.88042, -0.56884)  -0.22
C (-0.49120, -1.41720, -2.03502)  -0.29
N (-0.91465, -2.78751, -2.29070)  -0.01
H (1.02942, 1.91867, -0.44497)  0.08
H (1.51374, 0.56608, -0.95298)  0.07
H (-0.88987, 1.15668, -1.29404)  0.11
H (-1.05550, 0.95329, 0.42710)  0.11
H (0.04020, -1.44886, 0.08275)  0.11
H (-1.60197, -1.20895, -0.14805)  0.11
H (0.58050, -1.34864, -2.27054)  0.10
H (-1.17291, -0.67369, -2.47727)  0.10
H (-1.38132, -3.08622, -1.44561)  0.05
H (-1.56968, -2.83378, -3.05648)  0.06
O (2.01980, 0.31764, 2.53756)  -0.09
H (1.51476, 0.53773, 1.74699)  -0.03
H (2.97086, 0.16453, 2.42386)  0.04
O (-0.30421, 3.17925, 3.64817)  -0.04
H (-0.61571, 2.67380, 2.90941)  0.01
H (0.47887, 2.66719, 3.84294)  0.02

Relative energy (zero: lowest compared OMol25 entry of this formula, charge and spin), kJ/mol: 113.4
Gap between HOMO and LUMO, eV: 10.30
Total charge: 0
HOMO, eV: -9.63
LUMO level, eV: 0.67
SMILES: NCCCN.O.O
Total energy, eV: -10412.6161

---

Entry 8:
This record from OMol25 describes a cluster of 3 separate species, C3H14N2O3 in total. The level of theory is ωB97M-V/def2-TZVPD.

Last column: Löwdin charge in e.
Positions of all 22 atoms, in Å:
N (-1.82148, -2.24017, -0.55225)  0.00
C (-2.22289, -0.84123, -0.40839)  -0.27
C (-1.05254, 0.04619, -0.06111)  -0.27
N (-0.45770, 0.73606, -1.16140)  -0.06
C (0.53512, 1.80046, -0.91030)  -0.26
O (1.62546, 1.38491, -0.13687)  -0.09
H (-0.85053, -2.42349, -0.43605)  0.04
H (-2.42955, -2.76104, 0.05764)  0.05
H (-3.02914, -0.95081, 0.31414)  0.10
H (-2.80630, -0.37643, -1.18980)  0.10
H (-1.37961, 0.79197, 0.71122)  0.12
H (-0.32785, -0.47638, 0.62593)  0.09
H (-0.75056, 0.61984, -2.10355)  0.10
H (0.90828, 2.04971, -1.94739)  0.13
H (-0.07169, 2.56951, -0.37917)  0.13
H (1.80173, 0.42718, -0.11894)  0.05
O (1.86684, -1.39039, 0.14523)  -0.03
H (1.80637, -1.78784, 1.01556)  0.07
H (2.51431, -1.76339, -0.45579)  0.07
O (0.81990, 0.79265, 2.43330)  -0.07
H (1.31953, 1.10675, 3.19125)  0.04
H (1.07785, 1.22246, 1.60168)  -0.01

Relative energy (zero: lowest compared OMol25 entry of this formula, charge and spin), kJ/mol: 163.6
Gap between HOMO and LUMO, eV: 8.54
Total charge: 0
HOMO, eV: -8.05
LUMO level, eV: 0.49
SMILES: NCCNCO.O.O
Total energy, eV: -12459.4620

---

Question: The highest HOMO belongs to which entry?
Answer: number 5